P:
Entry from the OMol25 dataset: a cluster of 2 separate species, CH6S in total (ωB97M-V/def2-TZVPD).

Calculated values
Orbital gap, eV: 10.6567
Structure (SMILES): C.S
Lowest unoccupied orbital energy, Eh: 0.0309

Structure (XYZ):
```
8
Properties=species:S:1:pos:R:3:mulliken_charge:R:1
C -1.292 -0.699 -1.644 -0.87
H -2.170 -1.127 -1.170 0.23
H -0.748 -0.099 -0.921 0.19
H -1.627 -0.073 -2.466 0.23
H -0.676 -1.514 -2.013 0.23
S 2.010 1.786 2.638 -0.29
H 2.404 1.039 3.700 0.15
H 2.099 0.689 1.877 0.14
```

Q:
Entry from the OMol25 dataset: a cluster of 2 separate species, CH6S in total (ωB97M-V/def2-TZVPD).

Calculated values
Orbital gap, eV: 10.6865
Structure (SMILES): C.S
Lowest unoccupied orbital energy, Eh: 0.0317

Structure (XYZ):
```
8
Properties=species:S:1:pos:R:3:mulliken_charge:R:1
C 0.934 -1.565 1.833 -1.00
H 0.966 -2.408 2.482 0.28
H 1.541 -0.734 2.226 0.25
H 1.214 -1.606 0.828 0.23
H -0.084 -1.204 1.893 0.25
S -0.463 0.754 -1.002 -0.30
H -0.141 2.094 -1.102 0.15
H -1.690 1.176 -1.287 0.14
```

What should be chosen as the most stable of them? Choose P.